{"formula": "C32H82BrN5O3", "method": "ωB97M-V with the def2-TZVPD basis set", "species": ["N", "H", "H", "H", "H", "Br", "C", "C", "N", "C", "C", "C", "C", "C", "O", "C", "H", "H", "H", "H", "H", "H", "H", "H", "H", "H", "H", "H", "H", "H", "H", "H", "H", "H", "H", "H", "C", "C", "N", "C", "C", "C", "C", "C", "O", "C", "H", "H", "H", "H", "H", "H", "H", "H", "H", "H", "H", "H", "H", "H", "H", "H", "H", "H", "H", "H", "C", "C", "N", "C", "C", "C", "C", "C", "O", "C", "H", "H", "H", "H", "H", "H", "H", "H", "H", "H", "H", "H", "H", "H", "H", "H", "H", "H", "H", "H", "C", "C", "C", "N", "C", "C", "C", "C", "C", "H", "H", "H", "H", "H", "H", "H", "H", "H", "H", "H", "H", "H", "H", "H", "H", "H", "H"], "xyz": [[3.429, 0.853, -0.398], [2.585, 0.449, -0.020], [3.739, 0.406, -1.249], [4.146, 0.683, 0.292], [3.305, 1.855, -0.442], [0.253, -0.055, 0.350], [-2.741, -2.499, -1.186], [-3.278, -1.635, -0.039], [-4.613, -0.906, -0.455], [-4.240, 0.081, -1.614], [-5.675, -1.980, -0.963], [-5.848, -3.157, 0.049], [-5.228, -0.122, 0.670], [-4.255, 0.852, 1.445], [-4.060, 1.986, 0.764], [-3.116, 2.909, 1.351], [-3.248, -3.454, -1.317], [-1.790, -2.982, -0.963], [-2.536, -1.983, -2.125], [-2.508, -0.910, 0.228], [-3.457, -2.209, 0.870], [-5.137, 0.563, -2.002], [-3.921, -0.548, -2.445], [-3.603, 0.917, -1.325], [-5.355, -2.319, -1.948], [-6.557, -1.364, -1.139], [-6.773, -3.686, -0.180], [-5.821, -2.960, 1.120], [-5.009, -3.852, 0.070], [-5.533, -0.856, 1.415], [-6.029, 0.415, 0.161], [-3.330, 0.454, 1.862], [-4.764, 1.053, 2.387], [-3.319, 3.905, 0.958], [-2.133, 2.604, 0.994], [-3.093, 3.002, 2.437], [0.350, -1.410, -3.742], [-0.516, -0.097, -3.566], [0.075, 1.230, -4.207], [0.114, 1.060, -5.718], [-0.768, 2.485, -3.887], [-0.931, 2.769, -2.308], [1.496, 1.504, -3.619], [2.145, 2.851, -3.990], [2.028, 3.142, -5.371], [2.516, 4.478, -5.695], [-0.334, -2.212, -3.466], [1.256, -1.436, -3.136], [0.557, -1.495, -4.809], [-0.511, 0.047, -2.485], [-1.537, -0.232, -3.924], [0.804, 0.304, -6.092], [0.115, 2.086, -6.085], [-0.863, 0.683, -6.019], [-1.670, 2.153, -4.403], [-0.433, 3.366, -4.435], [-1.308, 1.914, -1.746], [-1.561, 3.642, -2.138], [0.016, 2.942, -1.797], [2.099, 0.705, -4.052], [1.276, 1.294, -2.573], [3.209, 2.909, -3.761], [1.673, 3.536, -3.287], [3.576, 4.298, -5.868], [2.267, 5.152, -4.874], [2.060, 4.850, -6.612], [1.092, -6.663, -0.124], [1.828, -5.647, 0.734], [1.204, -4.245, 0.648], [1.543, -3.549, -0.746], [-0.400, -4.244, 0.888], [-0.853, -4.959, 2.116], [1.729, -3.299, 1.790], [3.134, -2.784, 1.663], [3.896, -3.950, 1.453], [5.145, -3.578, 0.865], [1.784, -7.505, -0.128], [0.995, -6.451, -1.189], [0.078, -6.952, 0.152], [2.819, -5.635, 0.280], [1.930, -5.974, 1.769], [1.146, -4.205, -1.520], [2.616, -3.578, -0.936], [1.187, -2.536, -0.934], [-0.803, -4.823, 0.057], [-0.822, -3.242, 0.807], [-1.918, -4.737, 2.193], [-0.287, -4.629, 2.987], [-0.808, -6.042, 2.004], [1.648, -3.882, 2.707], [1.111, -2.408, 1.903], [3.462, -2.252, 2.556], [3.215, -2.091, 0.827], [5.049, -2.771, 0.139], [5.635, -4.433, 0.399], [5.806, -3.232, 1.660], [-0.540, 5.319, 1.651], [0.520, 4.926, 2.616], [0.543, 3.429, 2.774], [1.538, 2.840, 3.860], [1.190, 1.366, 3.974], [1.413, 3.492, 5.258], [2.723, 3.133, 5.961], [3.739, 3.010, 4.883], [3.033, 3.016, 3.502], [-0.442, 6.296, 1.179], [-1.503, 5.433, 2.149], [-0.495, 4.603, 0.830], [0.406, 5.426, 3.578], [1.511, 5.160, 2.228], [0.788, 2.920, 1.842], [-0.441, 3.029, 3.018], [1.980, 0.876, 4.542], [1.150, 0.932, 2.974], [0.272, 1.192, 4.535], [0.513, 3.128, 5.754], [1.327, 4.557, 5.044], [2.685, 2.263, 6.616], [3.065, 3.976, 6.562], [4.180, 2.024, 5.028], [4.565, 3.720, 4.898], [3.302, 2.229, 2.798], [3.127, 3.970, 2.984]], "charge": 5, "lumo_energy_ev": [-12.60, -17.78], "spin_multiplicity": 2, "s_squared": 0.7541}

***

{"formula": "C32H82N6O10", "method": "ωB97M-V with the def2-TZVPD basis set", "species": ["C", "C", "C", "O", "C", "N", "H", "H", "H", "H", "H", "H", "H", "H", "H", "H", "H", "C", "C", "C", "O", "C", "N", "H", "H", "H", "H", "H", "H", "H", "H", "H", "H", "H", "C", "O", "C", "C", "N", "C", "C", "O", "C", "H", "H", "H", "H", "H", "H", "H", "H", "H", "H", "H", "H", "H", "H", "H", "C", "O", "C", "C", "N", "C", "C", "O", "C", "H", "H", "H", "H", "H", "H", "H", "H", "H", "H", "H", "H", "H", "H", "H", "C", "O", "C", "C", "N", "C", "C", "O", "C", "H", "H", "H", "H", "H", "H", "H", "H", "H", "H", "H", "H", "H", "H", "H", "C", "O", "C", "C", "N", "C", "C", "O", "C", "H", "H", "H", "H", "H", "H", "H", "H", "H", "H", "H", "H", "H", "H", "H"], "xyz": [[-0.832, -0.476, -10.271], [-1.887, -1.513, -10.458], [-2.340, -2.326, -9.276], [-1.274, -3.013, -8.586], [-1.752, -3.775, -7.541], [-3.055, -0.956, -11.070], [0.168, -0.893, -10.155], [-1.016, 0.212, -9.446], [-0.694, 0.179, -11.131], [-1.494, -2.249, -11.159], [-3.164, -2.986, -9.549], [-2.719, -1.505, -8.667], [-2.444, -4.570, -7.818], [-2.362, -3.069, -6.977], [-0.917, -4.216, -6.998], [-3.601, -1.747, -11.382], [-2.788, -0.637, -11.991], [-1.364, -1.820, 7.280], [-2.105, -3.144, 7.462], [-3.373, -3.235, 6.593], [-4.215, -2.102, 6.768], [-5.084, -2.090, 7.924], [-1.077, -4.189, 7.308], [-2.068, -1.029, 7.539], [-1.095, -1.594, 6.248], [-0.493, -1.736, 7.929], [-2.560, -3.208, 8.451], [-3.888, -4.120, 6.967], [-3.054, -3.346, 5.557], [-5.085, -3.087, 8.366], [-6.121, -1.795, 7.760], [-4.547, -1.520, 8.682], [-1.601, -5.020, 7.543], [-0.496, -4.130, 8.132], [-16.032, -1.252, 4.425], [-14.843, -1.567, 3.695], [-13.726, -0.836, 4.133], [-12.525, -1.424, 3.460], [-11.392, -0.499, 3.461], [-10.221, -0.938, 2.751], [-9.067, 0.093, 2.685], [-8.257, -0.620, 1.690], [-7.022, 0.011, 1.535], [-15.892, -1.413, 5.494], [-16.911, -1.806, 4.097], [-16.240, -0.195, 4.256], [-13.505, -1.003, 5.187], [-13.774, 0.223, 3.881], [-12.894, -1.775, 2.497], [-12.155, -2.306, 3.983], [-11.714, 0.318, 2.963], [-10.506, -1.297, 1.762], [-9.918, -1.841, 3.282], [-8.612, 0.102, 3.676], [-9.366, 1.001, 2.162], [-7.154, 1.087, 1.417], [-6.474, -0.413, 0.693], [-6.375, -0.150, 2.397], [0.498, 8.000, 4.978], [1.128, 7.102, 4.125], [1.822, 6.006, 4.771], [2.288, 4.882, 3.818], [3.311, 5.420, 3.057], [3.992, 4.425, 2.247], [4.743, 4.995, 1.040], [3.909, 5.968, 0.394], [4.467, 6.402, -0.864], [0.057, 7.528, 5.856], [-0.287, 8.598, 4.515], [1.266, 8.626, 5.433], [1.090, 5.411, 5.316], [2.709, 6.302, 5.332], [1.422, 4.452, 3.314], [2.715, 4.098, 4.443], [2.912, 6.096, 2.421], [3.305, 3.614, 2.005], [4.782, 3.967, 2.842], [4.915, 4.111, 0.425], [5.614, 5.538, 1.407], [5.227, 7.156, -0.657], [3.729, 7.035, -1.356], [4.743, 5.446, -1.308], [9.475, 2.756, -7.001], [8.404, 1.870, -6.583], [7.651, 1.155, -7.522], [7.139, -0.089, -6.759], [8.110, -1.078, -6.392], [7.567, -1.813, -5.319], [8.047, -1.203, -3.966], [9.338, -1.727, -3.777], [9.665, -1.891, -2.438], [10.333, 2.258, -7.453], [9.840, 3.218, -6.084], [9.027, 3.603, -7.521], [8.319, 1.051, -8.377], [6.871, 1.823, -7.889], [6.477, -0.622, -7.442], [6.662, 0.396, -5.908], [9.017, -0.642, -6.302], [7.925, -2.841, -5.374], [6.478, -1.779, -5.294], [7.410, -1.666, -3.213], [8.069, -0.113, -3.989], [10.689, -2.265, -2.430], [9.041, -2.670, -2.001], [9.772, -1.090, -1.707], [2.025, 0.274, -1.294], [2.578, -0.917, -0.995], [1.735, -1.859, -0.290], [2.377, -3.192, 0.176], [3.542, -3.095, 1.047], [3.216, -2.654, 2.373], [4.488, -2.302, 3.205], [5.169, -1.336, 2.413], [6.470, -0.909, 2.919], [2.412, 1.082, -0.673], [0.936, 0.247, -1.327], [2.280, 0.697, -2.266], [0.853, -2.132, -0.870], [1.438, -1.458, 0.680], [2.743, -3.788, -0.660], [1.582, -3.773, 0.643], [4.208, -2.511, 0.561], [2.806, -3.524, 2.884], [2.480, -1.851, 2.422], [5.019, -3.222, 3.451], [4.219, -1.957, 4.204], [6.851, -0.078, 2.324], [7.191, -1.692, 2.684], [6.669, -0.666, 3.963]], "lumo_energy_ev": 0.54, "smiles": "COC[C@H](C)N.COC[C@H](C)N.COCCNCCOC.COCCNCCOC.COCCNCCOC.COCCNCCOC", "relative_energy_kcal_mol": 222.9}

***

{"formula": "C32H84As4F30N6O12S2", "method": "ωB97M-V with the def2-TZVPD basis set", "species": ["C", "N", "C", "C", "C", "C", "O", "H", "H", "H", "H", "H", "H", "H", "H", "H", "H", "H", "H", "H", "H", "C", "N", "C", "C", "C", "C", "O", "H", "H", "H", "H", "H", "H", "H", "H", "H", "H", "H", "H", "H", "H", "C", "N", "C", "C", "C", "C", "O", "H", "H", "H", "H", "H", "H", "H", "H", "H", "H", "H", "H", "H", "H", "C", "N", "C", "C", "C", "C", "O", "H", "H", "H", "H", "H", "H", "H", "H", "H", "H", "H", "H", "H", "H", "C", "N", "C", "C", "C", "C", "O", "H", "H", "H", "H", "H", "H", "H", "H", "H", "H", "H", "H", "H", "H", "C", "N", "C", "C", "C", "C", "O", "H", "H", "H", "H", "H", "H", "H", "H", "H", "H", "H", "H", "H", "H", "As", "F", "F", "F", "F", "F", "F", "As", "F", "F", "F", "F", "F", "F", "As", "F", "F", "F", "F", "F", "F", "As", "F", "F", "F", "F", "F", "F", "C", "F", "F", "F", "S", "O", "O", "O", "C", "F", "F", "F", "S", "O", "O", "O"], "xyz": [[-2.597, 0.056, 4.361], [-3.668, -1.053, 4.393], [-3.243, -2.174, 3.450], [-3.679, -1.694, 5.776], [-5.079, -0.574, 3.911], [-5.722, 0.589, 4.623], [-6.057, 0.270, 5.941], [-2.666, 0.768, 5.183], [-2.519, 0.592, 3.415], [-1.679, -0.514, 4.509], [-3.050, -1.751, 2.464], [-4.123, -2.787, 3.255], [-2.363, -2.767, 3.696], [-4.065, -0.992, 6.515], [-2.641, -1.830, 6.078], [-4.195, -2.644, 5.918], [-5.795, -1.393, 3.959], [-4.993, -0.295, 2.860], [-6.543, 0.898, 3.977], [-4.965, 1.372, 4.577], [-6.160, 1.142, 6.328], [-6.369, -0.956, -3.254], [-5.061, -1.011, -2.417], [-4.051, -1.957, -3.103], [-4.367, 0.339, -2.283], [-5.354, -1.676, -1.045], [-6.428, -0.956, -0.222], [-7.664, -1.058, -0.749], [-6.162, -0.563, -4.249], [-7.040, -0.243, -2.776], [-6.996, -1.848, -3.229], [-3.115, -1.900, -2.548], [-4.037, -1.716, -4.166], [-4.394, -2.992, -3.083], [-5.018, 0.990, -1.700], [-4.221, 0.712, -3.297], [-3.416, 0.134, -1.791], [-4.425, -1.800, -0.487], [-5.755, -2.685, -1.131], [-6.203, 0.101, -0.079], [-6.476, -1.367, 0.786], [-8.164, -0.551, -0.105], [3.415, 5.130, -3.672], [2.578, 3.897, -3.385], [3.418, 2.685, -3.742], [2.388, 3.870, -1.876], [1.160, 4.089, -4.044], [0.328, 2.749, -4.146], [0.019, 2.175, -2.895], [2.835, 6.006, -3.379], [3.733, 5.182, -4.713], [4.273, 5.171, -3.001], [4.494, 2.841, -3.659], [3.126, 2.545, -4.782], [3.027, 1.781, -3.274], [1.768, 3.057, -1.498], [1.820, 4.734, -1.533], [3.328, 3.739, -1.338], [1.389, 4.336, -5.080], [0.605, 4.908, -3.587], [0.790, 1.957, -4.736], [-0.604, 3.090, -4.594], [-0.306, 1.324, -3.200], [3.858, -6.837, -3.088], [2.636, -6.419, -2.207], [1.595, -7.514, -2.396], [2.899, -6.293, -0.687], [1.946, -5.031, -2.592], [1.071, -4.969, -3.844], [1.935, -5.280, -4.941], [3.593, -7.182, -4.087], [4.222, -7.690, -2.516], [4.532, -5.983, -3.023], [1.241, -7.499, -3.427], [0.735, -7.368, -1.743], [2.040, -8.455, -2.072], [3.600, -5.485, -0.475], [3.406, -7.211, -0.391], [1.942, -6.134, -0.191], [2.849, -4.423, -2.541], [1.338, -4.686, -1.756], [0.691, -3.961, -4.007], [0.231, -5.657, -3.746], [1.793, -6.193, -5.204], [1.726, 6.105, 1.249], [1.703, 6.094, 2.802], [3.051, 5.481, 3.207], [1.616, 7.544, 3.414], [0.471, 5.449, 3.503], [0.444, 3.909, 3.535], [0.450, 3.215, 2.299], [1.670, 5.061, 0.942], [2.652, 6.545, 0.878], [0.888, 6.695, 0.878], [3.299, 4.597, 2.620], [2.991, 5.101, 4.227], [3.771, 6.299, 3.237], [2.513, 7.988, 2.984], [1.777, 7.657, 4.486], [0.756, 8.022, 2.945], [-0.427, 5.916, 3.101], [0.618, 5.745, 4.541], [-0.320, 3.585, 4.242], [1.237, 3.548, 4.189], [-0.455, 3.179, 1.980], [0.198, 0.097, -0.853], [0.821, -0.564, 0.398], [-0.344, -1.017, 1.296], [1.593, -1.822, -0.040], [1.813, 0.280, 1.255], [3.235, 0.434, 0.747], [3.283, 0.993, -0.613], [-0.544, -0.565, -1.299], [1.040, 0.366, -1.492], [-0.190, 1.067, -0.540], [-0.997, -1.568, 0.619], [-0.834, -0.163, 1.763], [0.053, -1.657, 2.085], [2.384, -1.470, -0.702], [0.961, -2.498, -0.617], [2.004, -2.352, 0.820], [1.846, -0.188, 2.239], [1.326, 1.233, 1.456], [3.920, -0.349, 1.072], [3.590, 1.331, 1.254], [4.161, 1.368, -0.712], [1.858, -0.350, 5.599], [2.042, -1.432, 4.116], [0.406, -1.272, 6.266], [1.732, 0.826, 6.870], [3.193, 0.642, 4.912], [0.677, 0.556, 4.614], [2.988, -1.364, 6.577], [5.859, -2.617, -0.704], [7.019, -2.502, -2.008], [5.430, -4.207, -1.294], [4.670, -2.929, 0.688], [6.190, -0.931, -0.142], [4.528, -2.034, -1.715], [7.249, -3.232, 0.322], [-1.818, -5.145, 0.035], [-2.343, -5.466, 1.735], [-0.123, -4.710, 0.662], [-1.149, -5.024, -1.607], [-3.409, -5.537, -0.540], [-2.286, -3.405, 0.031], [-1.210, -6.818, 0.072], [6.084, 3.588, 0.320], [5.750, 2.155, -0.747], [5.773, 4.667, -1.004], [6.337, 4.945, 1.381], [6.371, 2.531, 1.790], [7.804, 3.557, -0.190], [4.320, 3.512, 0.794], [-4.533, 3.149, 1.362], [-4.094, 4.170, 2.056], [-5.361, 2.406, 2.119], [-5.229, 3.589, 0.276], [-3.019, 2.006, 0.855], [-2.735, 2.307, -0.554], [-1.906, 2.368, 1.794], [-3.527, 0.585, 1.005], [-0.653, -0.917, -6.256], [-0.093, 0.339, -6.516], [-1.909, -1.125, -6.580], [0.081, -1.852, -6.852], [-0.514, -1.175, -4.322], [-1.155, -2.477, -4.056], [0.920, -1.221, -4.023], [-1.190, -0.056, -3.730]], "lumo_energy_ev": -0.66}

***

no.,energy (a.u.)
1,-4339.80451
2,-2348.93886
3,-15236.74203